The following is a quantum chemistry calculation of C70H129As2F12N9O3 as an isolated structure, from the Open Molecules 2025 dataset.

Computed properties:
Net charge   +6
Gap between HOMO and LUMO   3.01 eV
HOMO   -16.3 eV
Max |F|   0.1627 Eh/bohr

Atoms and positions in Å:
H (4.992, -1.173, 12.750)
N (-7.987, -6.385, 5.025)
H (1.452, 5.010, -3.983)
H (3.317, -1.722, 12.801)
O (-1.346, -1.966, -3.917)
N (4.138, -1.715, 10.869)
H (-2.775, 3.733, 2.378)
C (-3.945, 1.429, -7.823)
H (5.035, -2.476, 3.628)
C (-4.778, 4.473, 2.296)
H (-4.985, -3.441, 2.050)
H (-9.759, -7.151, 4.537)
F (-4.194, 0.835, 0.237)
H (-0.033, 4.797, 0.222)
C (4.298, -2.103, 4.323)
H (-1.127, -2.073, -2.989)
H (-2.259, 1.083, -3.570)
C (5.265, 5.316, 2.687)
H (5.402, 5.706, 1.678)
O (-2.382, -3.829, -4.563)
H (3.946, -5.576, -3.751)
H (1.377, -0.548, 4.248)
H (3.509, 2.095, -7.242)
H (1.795, 2.724, -2.043)
As (0.199, 0.243, -0.286)
H (-4.698, 1.656, -5.347)
C (-3.097, 1.362, -2.931)
C (5.268, -1.568, 10.098)
H (4.169, 0.384, -0.322)
C (-3.320, 4.457, 1.773)
C (4.241, -3.091, -2.255)
H (-0.361, 6.315, -1.598)
C (-5.477, 1.464, -2.734)
C (-4.250, -4.928, 3.476)
H (-2.698, 0.697, -5.397)
H (-0.326, 5.785, 3.540)
H (-5.257, 5.337, 1.836)
H (3.110, 1.832, -3.996)
H (0.627, 5.104, 2.217)
H (2.327, 3.541, 2.251)
C (1.859, 4.546, -3.084)
C (-9.220, -6.997, 5.472)
H (0.197, 2.652, -4.566)
H (4.042, 2.419, -1.463)
H (-5.161, -7.477, 3.465)
H (-9.805, -6.220, 5.963)
N (-1.786, -4.151, 2.486)
H (0.116, 1.562, -6.324)
H (2.574, 3.042, -5.213)
H (-5.276, 3.580, 1.917)
C (1.411, -5.060, -1.648)
H (4.457, 1.143, -6.097)
H (-0.947, -5.493, 3.859)
H (6.464, 6.534, 5.788)
H (0.167, 3.379, -2.282)
C (-1.158, 6.460, -0.870)
H (-0.074, -3.084, 2.533)
N (-4.402, 0.617, -3.422)
C (1.758, -4.813, -4.225)
F (-0.349, -0.296, -1.901)
H (0.645, 1.395, -3.587)
C (2.806, -1.730, 8.917)
C (5.916, 5.815, 5.179)
H (2.456, -4.321, -4.902)
C (1.140, 3.231, -2.751)
H (-0.496, 8.521, -0.611)
H (-4.506, -0.814, -1.804)
H (-2.935, 3.280, -2.010)
H (-0.589, -3.536, 0.841)
C (-4.630, 0.643, -4.951)
H (2.060, -1.888, 10.980)
H (6.031, 4.900, 5.760)
H (2.120, -6.909, -4.849)
C (4.889, 1.113, 0.051)
H (4.429, -4.867, -0.920)
N (2.371, -4.636, -2.788)
H (-2.868, -2.843, 1.220)
H (-0.822, 4.206, 2.691)
H (-2.640, 6.263, 2.788)
C (4.952, 2.354, -0.866)
H (-0.153, -0.153, -7.864)
H (6.230, 3.570, 0.222)
F (0.831, 0.877, 1.353)
H (-4.568, -0.514, -7.352)
H (-2.087, 6.496, -1.439)
C (-4.120, -3.931, 2.471)
C (5.147, 3.822, 2.556)
C (3.674, -5.362, -2.718)
C (-2.852, -3.584, 2.005)
O (-1.733, -3.559, -2.452)
H (-5.304, -1.368, -3.288)
As (-4.954, -0.288, 1.422)
C (0.354, -6.366, -5.842)
H (-2.144, 8.164, -0.107)
H (-0.113, -7.351, -5.861)
H (-8.641, -4.485, 5.196)
C (5.168, 3.536, -0.018)
H (3.371, 1.371, 1.657)
H (-8.997, -7.813, 6.160)
C (-1.127, 7.774, -0.130)
C (1.053, 2.329, -3.974)
N (3.194, -1.470, 3.806)
H (2.429, -0.563, 2.137)
F (-5.006, 1.014, 2.674)
H (-2.868, -0.593, -7.673)
C (-0.583, 7.374, 1.256)
H (5.852, 0.610, -0.027)
C (2.831, 3.732, 1.304)
H (1.622, -0.368, -4.260)
H (1.614, -0.297, -8.234)
H (5.162, 1.500, 2.117)
H (2.913, 4.387, -3.313)
H (2.921, -1.028, -5.267)
H (3.436, 0.384, -7.431)
H (5.738, 2.191, -1.604)
C (2.250, -1.041, 4.650)
H (-3.930, 1.518, -8.910)
C (-5.890, -6.756, 3.806)
H (4.087, -1.381, 2.038)
H (1.167, -1.966, -6.701)
C (-7.792, -5.077, 4.887)
C (0.937, -0.991, -6.270)
C (-2.697, 5.845, 1.783)
H (7.209, 5.411, 3.507)
H (-3.282, -0.983, -5.467)
H (6.087, 3.273, 2.619)
C (2.899, -1.796, 10.306)
C (6.263, 5.908, 3.725)
C (2.337, 2.102, -4.715)
C (3.921, -1.620, 8.087)
H (-3.326, 3.502, -3.730)
C (-0.489, -3.851, 1.879)
C (2.743, -3.135, -2.524)
C (-3.451, 2.847, -2.867)
H (-6.522, -3.470, 4.412)
H (-3.089, 6.591, 1.092)
F (-6.635, 0.298, 1.010)
C (-7.043, -7.254, 4.457)
H (-3.100, -6.129, 4.883)
H (-3.330, 2.234, -7.422)
H (-5.638, 0.260, -5.110)
H (0.141, -4.740, 1.840)
H (1.305, -6.138, -1.525)
C (0.862, -0.086, -7.473)
N (-1.203, 5.924, 1.503)
H (1.811, -1.709, 8.498)
C (-1.011, 5.261, 0.101)
F (-5.864, -1.392, 2.521)
H (1.654, -0.663, 6.509)
C (1.051, 1.245, -6.787)
H (-4.960, 1.803, -7.683)
H (0.482, 7.144, 1.234)
N (4.356, 3.221, 1.324)
H (-4.764, 3.380, 4.224)
C (-3.643, 0.055, -7.261)
C (-4.936, 2.826, -2.554)
H (-5.626, 1.001, -1.758)
C (-0.380, 5.200, 2.623)
C (4.285, -1.888, 12.329)
H (-4.320, 5.182, 4.137)
H (6.134, -1.438, 10.730)
N (2.236, 1.040, -5.811)
H (2.533, -2.556, -3.423)
H (-3.405, 4.038, 0.770)
H (-0.427, -5.606, -5.827)
H (-6.012, 4.665, 4.072)
H (0.747, -6.611, -3.714)
C (-1.868, -5.035, 3.527)
H (1.761, -6.864, -7.412)
H (1.384, -5.171, -7.365)
C (4.557, -4.535, -1.950)
C (4.656, -2.044, 5.673)
C (3.534, 1.164, -6.676)
H (0.400, -4.653, -1.687)
H (2.949, 4.753, 0.940)
C (-3.502, 0.048, -5.745)
F (-4.947, -1.605, 0.193)
F (-0.404, 1.885, -0.684)
H (0.854, -4.209, -4.315)
F (0.805, -1.370, 0.072)
H (-2.954, 0.902, -1.954)
H (-5.500, 3.517, -3.181)
C (-6.631, -4.536, 4.279)
C (3.064, -1.404, 2.414)
C (3.727, -1.545, 6.545)
C (4.381, 1.673, 1.377)
C (5.172, -1.477, 8.729)
H (4.822, 4.400, -0.584)
C (1.294, -6.249, -4.585)
H (4.810, -2.932, -3.171)
C (2.002, -0.442, -5.279)
C (2.493, -1.084, 5.976)
H (5.512, -4.780, -2.415)
H (2.252, 3.172, 0.569)
H (1.315, 2.081, -7.435)
H (0.164, -6.066, -7.899)
H (-3.497, -1.320, -3.225)
H (6.399, 6.951, 3.437)
C (-5.632, -5.386, 3.915)
C (-3.121, -5.420, 4.069)
C (0.967, -6.159, -7.167)
H (-0.033, -1.172, -5.807)
H (1.823, 5.117, -2.156)
C (-4.988, 4.374, 3.838)
H (-6.403, 1.361, -3.299)
F (1.821, 0.500, -1.040)
C (-1.775, -3.209, -3.644)
H (6.060, -1.237, 8.163)
H (2.485, -2.297, 2.176)
H (4.722, -2.876, 12.474)
H (4.512, 3.438, 3.355)
H (3.611, -6.387, -2.352)
H (-0.973, 7.869, 2.145)
F (-1.363, -0.379, 0.480)
H (2.024, -4.672, -0.835)
H (4.247, 5.693, 2.784)
H (-5.181, 3.170, -1.549)
H (-7.304, -8.302, 4.477)
H (4.760, -2.452, -1.541)
C (-4.426, -0.859, -2.890)
H (5.647, -2.417, 5.885)
F (-3.464, -0.874, 2.241)
H (2.101, -2.785, -1.716)
H (4.872, 6.083, 5.336)
H (-1.625, 4.362, 0.039)